1.
Below is an isolated molecule of C5H10O2, with properties calculated with ωB97M-V/def2-TZVPD.

LUMO energy = 1.008 eV
HOMO level = -9.1 eV
SMILES = COC[C@H]1C[C@H]1O
gap between HOMO and LUMO = 0.3731 Ha
ΔE to the lowest compared entry with this formula, charge and spin = 256.8 kJ/mol

```
! wB97M-V def2-TZVPD RIJCOSX def2/J DEFGRID3
* xyz 0 1
C -1.05441 -2.00503 -0.47921
O -1.08353 -0.59173 -0.43254
C -0.01683 0.01288 -1.15981
C 0.82969 0.92693 -0.29895
C 0.18847 1.91933 0.64664
C 0.96098 0.75554 1.19193
O 0.32987 -0.27248 1.88773
H -1.10348 -2.37002 -1.51398
H -1.93250 -2.36478 0.06302
H -0.14702 -2.39795 0.00186
H 0.62186 -0.76669 -1.59759
H -0.45957 0.58140 -1.98907
H 1.71938 1.27057 -0.82581
H 0.60367 2.92104 0.71779
H -0.89351 1.86365 0.74789
H 1.93358 0.95779 1.63141
H -0.49666 -0.44045 1.40869
*
```

=====

2.
Below is an isolated molecule of C5H6O3 in a non-equilibrium geometry, with properties calculated with ωB97M-V/def2-TZVPD.

LUMO energy = 0.691 eV
HOMO level = -10.0 eV
SMILES = C=C1COCC(=O)O1
gap between HOMO and LUMO = 0.3919 Ha
ΔE to the lowest compared entry with this formula, charge and spin = 254.2 kJ/mol

```
! wB97M-V def2-TZVPD RIJCOSX def2/J DEFGRID3
* xyz 0 1
C 0.69488 2.03326 0.83188
C 0.37186 0.84926 0.42805
C -0.77236 -0.09336 0.93974
O -1.45376 -0.52639 -0.18489
C -0.54854 -1.39196 -0.80979
C 0.64693 -0.61073 -1.44010
O 1.11009 -0.98288 -2.54338
O 1.09318 0.32861 -0.64663
H 0.18675 2.42701 1.65262
H 1.42475 2.72309 0.15536
H -0.20828 -0.88529 1.43760
H -1.33456 0.29066 1.71996
H -1.08039 -2.04008 -1.70520
H -0.13055 -2.12120 0.16480
*
```

=====

3.
Below is a structure of composition C16H25AsBCoF5NS4SbSi2Te, with properties calculated with ωB97M-V/def2-TZVPD.

LUMO energy (spin up / spin down) = 4.104 / 4.093 eV
HOMO level (spin up / spin down) = -0.5 / -2.3 eV
gap between HOMO and LUMO (spin up / spin down) = 0.1686 / 0.2333 Ha
ΔE to the lowest compared entry with this formula, charge and spin = 0.0 kJ/mol

```
! wB97M-V def2-TZVPD RIJCOSX def2/J DEFGRID3
* xyz -2 6
Co 0.25972 0.79580 -0.18554
S -4.96252 2.55687 1.77480
Sb -3.59459 1.39922 0.37421
S -1.23187 2.03715 1.34390
S -0.78253 -1.25542 -0.45253
Te 0.09951 2.00722 -2.53381
C 1.15718 3.76230 -2.04877
C 2.17955 3.93621 -1.15687
C 2.66266 5.27520 -1.10038
C 2.00757 6.11048 -1.95182
S 0.79605 5.26010 -2.82237
H 2.58190 3.12474 -0.56402
H 3.46298 5.59440 -0.44616
H 2.16738 7.16597 -2.10661
C -0.64585 -3.99025 -2.98104
Si -0.33526 -4.48283 -1.19809
C 0.69037 -6.06739 -1.19365
C -1.98979 -4.84778 -0.39236
As 0.88856 -2.73115 -0.23710
Si 0.55688 -3.18844 2.05378
C 1.31139 -4.86626 2.48289
C 1.49306 -1.84874 2.96079
C -1.23026 -3.16911 2.61293
H -1.21952 -4.75688 -3.51039
H 0.29645 -3.83326 -3.51056
H -1.20414 -3.05235 -3.00783
H 0.17813 -6.86580 -1.73849
H 0.87456 -6.41580 -0.17502
H 1.65906 -5.89752 -1.66915
H -2.61074 -5.46610 -1.04706
H -2.51815 -3.91259 -0.19348
H -1.86164 -5.37516 0.55561
H 2.31761 -4.96170 2.06760
H 0.70175 -5.68325 2.08905
H 1.37958 -4.98918 3.56766
H 2.55266 -1.84694 2.69492
H 1.40229 -1.95883 4.04526
H 1.09908 -0.86725 2.68974
H -1.73733 -4.11337 2.40705
H -1.76737 -2.36971 2.09717
H -1.28567 -2.97361 3.68726
F 6.58621 2.02339 2.50904
C 6.17684 0.83372 1.97164
F 7.09704 0.50577 1.03106
F 6.40674 -0.06415 3.00015
C 4.81368 0.85801 1.46400
C 4.43641 0.21413 0.25077
C 3.13419 0.20530 -0.13879
N 2.11199 0.77473 0.59024
C 2.48219 1.41036 1.75186
C 3.76101 1.46936 2.20919
H 5.17936 -0.26072 -0.37553
H 2.83936 -0.26510 -1.06845
H 1.67951 1.88098 2.30263
H 3.96783 1.98906 3.13587
F -0.25406 1.23778 3.77455
B -1.22551 1.08233 2.86285
F -2.16500 0.21046 3.21860
*
```

=====

4.
Below is an isolated molecule of C2H7NOSi2 in a non-equilibrium geometry, with properties calculated with ωB97M-V/def2-TZVPD.

LUMO energy = 0.209 eV
HOMO level = -9.2 eV
SMILES = O=C1C[SiH2][SiH2]N1
gap between HOMO and LUMO = 0.3467 Ha
ΔE to the lowest compared entry with this formula, charge and spin = 24.7 kJ/mol

```
! wB97M-V def2-TZVPD RIJCOSX def2/J DEFGRID3
* xyz 0 1
O -2.76603 -0.03111 0.18522
C -1.51561 0.06036 0.11896
C -0.68659 -1.26686 -0.10734
Si 1.18842 -1.01542 0.15490
Si 1.12265 1.26278 0.02221
N -0.87416 1.20289 0.25426
H -1.14889 -2.01890 0.48547
H -0.89192 -1.48974 -1.11040
H 2.13973 -1.55634 1.26758
H 1.96644 -1.28897 -1.02263
H 1.21265 1.48552 -1.32243
H 1.51814 2.51405 0.69213
H -1.26483 2.14173 0.38206
*
```